Below is 13 unconnected molecules or ions with the total composition C62H123N5O34, with properties calculated with wB97M-V/def2-TZVPD.

Summary:
HOMO energy: -8.5 eV
DFT total energy: -5267.86354 Ha
Frontier orbital gap: 8.826 eV

The geometry in XYZ format:
```
224
Properties=species:S:1:pos:R:3:forces:R:3:lowdin_charge:R:1
C -2.888985 1.717402 -2.899090 0.0869 -0.4342 0.1266 0.01
C -1.461765 1.626012 -3.457450 -0.7782 -0.2543 0.2865 -0.28
C -1.177195 0.372082 -4.251330 -1.0125 -0.8970 0.5909 -0.12
O -0.533205 0.799412 -5.418900 0.7236 0.5524 -0.7308 0.07
C -0.654645 2.150352 -5.536870 0.7920 0.8620 -1.7895 -0.52
O -0.270555 2.799462 -6.506460 -0.9197 -1.5803 2.4540 0.11
O -1.254415 2.645002 -4.445860 0.2853 0.7087 -0.2429 0.08
H -3.252425 0.747912 -2.558370 0.5483 -0.3082 0.3232 0.06
H -3.636215 1.923512 -3.665430 0.3162 0.5470 -0.2959 0.10
H -2.998415 2.397962 -2.054720 0.0995 0.1623 -0.2225 0.07
H -0.685805 1.672942 -2.693400 -0.2061 0.5910 0.1850 0.13
H -2.098635 -0.136968 -4.534030 -0.2194 -0.0453 -0.1340 0.13
H -0.606775 -0.335018 -3.649050 0.4231 0.0961 -0.3421 0.12
C 1.609415 4.214162 -2.987480 1.2854 -0.9798 -0.1916 0.02
C 2.590305 3.014232 -3.329520 0.0465 2.4146 -0.2383 -0.25
C 3.888455 2.997252 -2.444790 -1.6850 -0.1552 -1.0822 -0.03
O 3.693305 1.750712 -1.760550 1.1031 0.5201 1.3172 0.08
C 2.512675 1.208412 -2.032470 0.2920 -4.1844 3.0552 -0.54
O 2.085475 0.183932 -1.435890 1.1522 3.2451 -2.1446 0.07
O 1.971725 1.801662 -3.022060 -2.5543 -0.1992 -1.5186 0.11
H 2.145965 5.135662 -3.213430 -0.0917 0.0211 -0.1320 0.07
H 1.403865 4.225552 -1.917090 0.0191 -0.1554 0.1031 0.07
H 0.654655 4.185932 -3.512590 0.2071 -0.1709 -0.1881 0.08
H 2.856205 2.995902 -4.386440 -0.2736 0.0692 -0.0244 0.15
H 3.828025 3.891952 -1.825140 0.4428 -0.4118 0.6013 0.12
H 4.804565 2.969382 -3.034770 -0.0585 -0.1044 0.2386 0.14
C 2.500385 -1.797268 1.812450 -0.4915 -0.0217 0.6710 0.01
C 3.011315 -2.130668 0.447180 -1.0205 1.3816 1.0082 -0.34
C 4.317205 -1.468178 0.135250 -0.3187 0.6901 -0.0027 -0.08
O 5.017815 -2.538428 -0.457440 1.5026 0.5610 -1.0883 0.10
C 4.411125 -3.690028 -0.236270 1.8623 -2.5267 -0.4622 -0.58
O 4.885555 -4.773258 -0.531700 -0.9423 1.4802 0.3051 0.12
O 3.287885 -3.498818 0.415470 -0.7899 -1.3936 -0.0482 0.10
H 1.946885 -2.625398 2.255100 -0.5490 -0.0414 -0.3592 0.07
H 1.893635 -0.892978 1.765550 0.1172 0.0945 0.2882 0.08
H 3.313315 -1.706198 2.532830 0.2096 0.4596 -0.1299 0.10
H 2.313885 -1.849958 -0.342060 -0.2698 -0.3695 0.0760 0.12
H 4.840585 -1.087168 1.012170 0.1044 -0.1887 -0.0108 0.12
H 4.115645 -0.637558 -0.541180 0.5359 -0.1710 -0.1556 0.12
C -6.337325 -0.496158 -2.988220 -0.3207 0.7097 0.5697 -0.01
C -6.229655 -0.275888 -1.498740 1.0868 -0.1525 1.1046 -0.26
C -5.447345 -1.329458 -0.692900 -1.2500 -0.6766 0.7920 -0.07
O -4.813355 -0.571538 0.330290 1.4421 -0.4140 0.4655 0.06
C -4.708045 0.689672 -0.031810 -0.6910 3.5024 0.9618 -0.56
O -4.209205 1.628052 0.586100 -0.3483 -2.6282 -1.1921 0.12
O -5.478675 0.916622 -1.116760 0.3152 -0.0044 -1.1167 0.06
H -5.395515 -0.765118 -3.466510 -0.0501 0.0783 0.1562 0.07
H -6.724655 0.448602 -3.369680 0.0852 -0.0895 -0.4593 0.10
H -7.089875 -1.264968 -3.163430 0.1304 -0.0487 -0.0639 0.09
H -7.192955 -0.087168 -1.024900 -0.2733 -0.3659 -0.2914 0.16
H -4.758335 -1.988048 -1.221690 0.1933 0.4666 -0.2661 0.11
H -6.095425 -1.965058 -0.089500 -0.2759 -0.2857 -0.5664 0.12
C 1.015855 -7.741378 -6.201060 -0.2724 0.3328 0.3214 0.00
C -0.190765 -7.333138 -5.343470 1.9807 0.2513 -1.0753 -0.37
C -1.382075 -8.128088 -5.661890 0.5857 -0.6796 -0.6694 -0.13
O -1.950785 -8.309168 -4.383650 -1.8153 -0.2093 0.4235 0.08
C -1.064585 -8.094198 -3.401370 0.0806 -0.4655 2.5956 -0.49
O -1.260415 -8.324148 -2.192310 0.9300 1.0264 -4.3504 0.11
O 0.084285 -7.610698 -3.984480 -0.5039 -0.1149 1.5856 0.07
H 1.900985 -7.146548 -5.975630 -0.0588 -0.0186 0.0078 0.09
H 0.787485 -7.639028 -7.261940 -0.0745 0.1399 -0.0324 0.09
H 1.233665 -8.794298 -6.022120 0.0539 0.0232 0.1082 0.09
H -0.501605 -6.299098 -5.492600 0.5662 0.3116 0.4603 0.12
H -1.112045 -9.096948 -6.081990 -0.2000 -0.2296 0.0851 0.14
H -1.870495 -7.529078 -6.430480 -1.2957 -0.3692 0.6093 0.13
C -0.015745 6.357372 2.774490 -0.0928 0.6634 -0.1089 -0.02
C -1.185985 5.477392 2.314840 0.4848 0.7438 0.7827 -0.31
C -2.536955 6.228012 2.260720 1.5571 -0.5134 0.8669 -0.08
O -3.038215 5.892252 0.989420 -1.4000 -0.5745 -0.2346 0.09
C -2.194765 5.076752 0.335290 0.6769 0.7778 -2.7877 -0.53
O -2.338915 4.611112 -0.780180 -0.2942 0.5056 2.2606 0.13
O -1.007885 5.116532 0.952590 0.7606 -1.0617 0.1124 0.05
H -0.063295 6.781042 3.777660 -0.6371 -0.5733 0.3756 0.08
H -0.035195 7.278902 2.192690 0.2175 -0.0837 -0.5313 0.08
H 0.985065 5.927892 2.729450 -0.1881 -0.3695 -0.3588 0.07
H -1.304275 4.580732 2.923200 0.1375 -0.1460 -0.0390 0.11
H -2.327965 7.294592 2.343340 -0.5858 0.0881 -0.0993 0.13
H -3.114905 5.815202 3.087570 -0.5990 0.4263 -0.2827 0.13
C 9.289715 1.591532 3.322640 -0.3578 -0.7071 1.0777 0.00
C 8.043005 0.628482 3.320330 1.4548 1.7185 -0.4945 -0.28
C 7.094035 0.665202 4.474650 1.8622 -1.6148 2.5918 -0.11
O 5.829335 0.685012 3.907620 -2.2395 -1.0916 2.8733 0.12
C 5.888625 1.078632 2.689500 -3.9819 2.2072 -3.4597 -0.56
O 4.888595 1.375922 1.967440 4.1027 -1.3401 2.4947 0.08
O 7.156205 1.234042 2.427590 0.7683 1.1146 -4.8049 0.08
H 10.128845 1.155522 3.864730 -0.0375 -0.2308 0.0478 0.08
H 9.049405 2.509832 3.858430 -0.2212 0.0482 -0.0959 0.08
H 9.675785 1.872912 2.342920 -0.4860 -0.3626 -0.1646 0.09
H 8.330705 -0.360988 2.964990 -0.1805 -0.1191 0.0492 0.16
H 7.310295 1.490302 5.153270 -0.4700 0.4128 -0.2223 0.14
H 7.194955 -0.238078 5.076310 -0.2423 -0.0153 0.1048 0.14
C 2.108205 -7.446438 -0.209220 -0.5940 1.2063 0.6069 0.01
C 1.765045 -6.647508 1.111830 0.2639 -1.2550 -1.3867 -0.25
C 0.604485 -5.682458 1.081830 -0.6878 -0.0532 -1.4124 -0.11
O -0.079765 -5.943538 2.280130 -0.4745 -0.0218 2.0947 0.04
C 0.263255 -7.174148 2.772910 -1.7356 -0.3750 1.1296 -0.52
O -0.309535 -7.767308 3.691600 1.7314 1.8223 -2.4400 0.11
O 1.255185 -7.630128 2.022810 0.6664 -1.2421 0.8245 0.08
H 2.260945 -6.751698 -1.035120 0.4156 0.1481 0.1194 0.07
H 1.253385 -8.041098 -0.531350 -0.1345 -0.1111 0.3711 0.08
H 2.980125 -8.090768 -0.096510 -0.0575 0.2022 0.1412 0.08
H 2.648455 -6.189178 1.556380 0.0888 -0.0398 -0.0674 0.15
H -0.156645 -5.904438 0.333820 0.3686 -0.2381 -0.6171 0.13
H 0.857395 -4.636008 0.911280 0.1654 -0.0111 0.6517 0.12
C -0.120475 4.638412 7.415730 -1.3017 -0.4360 1.4900 -0.10
O -0.822685 3.529592 6.867040 0.9591 0.5768 -0.9455 -0.16
C -0.239785 3.116342 5.656440 -0.5757 -0.4907 -1.9115 -0.24
C -1.220275 2.257052 4.861220 -0.2276 -0.9949 0.7731 -0.20
N -2.438765 2.938472 4.430950 0.3810 1.5376 0.2999 -0.05
C -3.429125 2.186552 3.691200 0.6788 -2.1788 0.8314 -0.18
C -3.996775 1.048712 4.576290 -0.7165 0.5696 -0.9354 -0.22
O -4.634055 1.594722 5.706180 -0.1414 1.0165 -0.1447 -0.19
C -5.337585 0.638332 6.433090 0.5032 -0.2826 0.7889 -0.12
H -0.629105 4.732492 8.375180 0.1411 0.4424 0.1861 0.09
H -0.284335 5.574872 6.882530 0.2684 -0.1149 -0.4046 0.08
H 0.920335 4.443042 7.673890 0.2227 -0.0994 -0.5594 0.09
H 0.684625 2.552082 5.779640 0.0897 -0.2369 0.4447 0.13
H 0.017465 3.872322 4.914540 0.0757 1.1962 0.5713 0.10
H -1.399335 1.438152 5.557950 -0.5369 -0.5326 0.0245 0.11
H -0.716615 1.791262 4.014190 0.1247 0.2229 -0.1796 0.11
H -2.894295 3.283192 5.263880 0.0020 0.2424 0.2031 0.10
H -2.902845 1.671732 2.887410 -0.1820 0.0638 -0.3174 0.09
H -4.247025 2.752022 3.244670 0.2669 0.4242 0.2631 0.12
H -3.220595 0.336072 4.855190 0.1069 -0.1357 0.0576 0.10
H -4.773935 0.543502 4.002800 0.0772 -0.4656 -0.3081 0.12
H -4.584445 -0.031848 6.847490 -0.1837 -0.6012 0.1992 0.09
H -6.071005 0.070452 5.860640 -0.0051 -0.0076 -0.3393 0.09
H -5.850415 1.100572 7.276560 0.0435 0.2484 -0.1421 0.09
C 7.079645 11.577372 -1.093480 -0.8878 1.0590 0.7175 -0.11
O 5.994975 11.159662 -0.272020 0.0896 -0.3982 -0.8499 -0.20
C 6.395225 10.314262 0.786840 -1.3406 0.7476 0.5279 -0.23
C 5.226175 9.397042 1.191510 1.0692 -1.1568 -1.0966 -0.18
N 5.201875 8.247052 0.241820 0.0307 0.2522 1.1862 -0.05
C 4.412435 7.098972 0.687470 -0.6007 -0.1719 0.0246 -0.20
C 2.975185 7.078662 0.150930 0.8806 1.0844 -0.1493 -0.23
O 3.028705 7.348722 -1.240340 -0.1901 -1.1812 -0.1430 -0.20
C 1.696775 7.409972 -1.728480 0.4273 0.3199 0.4511 -0.10
H 6.677075 12.428512 -1.642650 0.0428 -0.3018 -0.5352 0.09
H 7.470855 10.792612 -1.740950 0.0301 -0.0282 0.0600 0.09
H 7.837755 12.045172 -0.465360 0.5223 -0.3571 0.0533 0.08
H 6.569595 10.969892 1.639980 0.5016 0.0490 0.3031 0.11
H 7.306875 9.785972 0.507730 -0.1627 -0.4329 0.2350 0.12
H 4.241135 9.863192 1.213990 0.1638 0.6952 0.0961 0.12
H 5.452575 9.039552 2.196030 -0.0467 -0.2336 0.0088 0.11
H 4.866735 8.607832 -0.640000 -0.1258 -0.2846 -0.1858 0.10
H 4.296955 7.058952 1.770600 0.2447 0.4398 0.2530 0.11
H 4.945445 6.168992 0.489630 -0.0709 -0.1049 -0.5496 0.11
H 2.406715 7.897022 0.592770 -0.0480 0.3994 0.3780 0.11
H 2.393295 6.198702 0.425100 0.2245 -0.5907 -0.3067 0.11
H 1.313785 8.366942 -1.374010 -0.5620 0.1292 -0.3418 0.09
H 1.121855 6.608352 -1.264830 -0.3215 -0.1008 -0.2537 0.07
H 1.686475 7.324672 -2.815080 0.0201 0.1624 0.1510 0.09
C -4.085415 -3.188538 -8.973290 0.0258 -0.1683 0.2263 -0.09
O -3.912795 -3.581038 -7.611590 -0.2881 0.5355 -0.1932 -0.20
C -2.689465 -4.251678 -7.427630 0.8749 0.3018 0.5951 -0.22
C -2.156535 -4.157758 -5.933810 -1.6912 -1.0917 -1.7345 -0.14
N -2.955285 -5.211858 -5.264570 0.9019 0.9246 -0.0392 -0.05
C -3.096585 -5.025648 -3.820210 0.0400 -0.3576 0.5590 -0.16
C -3.679305 -3.726598 -3.213840 -0.7166 -0.6124 -0.2016 -0.19
O -5.092695 -3.606758 -3.284450 -1.0426 0.4387 -0.5822 -0.20
C -5.662995 -3.332658 -4.562630 0.1762 -0.2029 -0.1483 -0.10
H -3.467915 -2.309858 -9.159630 -0.1664 0.1918 -0.1765 0.09
H -5.140925 -3.017178 -9.184520 0.0754 0.2985 0.3397 0.09
H -3.781925 -3.964908 -9.675610 0.1922 -0.2921 0.0683 0.08
H -1.926795 -3.926768 -8.135350 0.0881 0.4972 -0.0094 0.11
H -2.902185 -5.283078 -7.708780 0.4311 -0.5295 0.3591 0.12
H -2.411975 -3.206878 -5.466180 0.5296 0.4018 -0.4956 0.10
H -1.088345 -4.371198 -5.972820 0.0594 0.1455 0.4099 0.10
H -3.813875 -5.104668 -5.785550 -0.6211 -0.5449 0.7502 0.07
H -2.126545 -5.139798 -3.336370 0.4490 0.2096 -0.2816 0.09
H -3.578925 -5.933208 -3.457180 -0.6582 0.2770 0.2162 0.13
H -3.198185 -2.837448 -3.621310 0.0986 0.2142 -0.1983 0.10
H -3.549855 -3.695618 -2.132000 0.6789 -0.3500 -0.0224 0.11
H -5.512975 -4.172798 -5.240680 0.0712 0.1217 -0.1473 0.08
H -5.311505 -2.406018 -5.016370 0.6966 -0.0213 -0.0749 0.08
H -6.737785 -3.153918 -4.531140 -0.0772 -0.3863 0.7563 0.08
C 0.973215 -4.682998 5.657170 -0.8880 1.5221 -1.3464 -0.06
O 1.088005 -3.649818 4.622400 -0.2000 0.4291 0.6631 -0.25
C 0.512265 -2.336338 4.970380 0.1900 -1.6296 0.6005 -0.15
C -1.048815 -2.259508 5.227640 3.3030 0.0585 0.4500 -0.21
N -1.862805 -2.161738 4.066960 -0.5481 -0.0529 0.4439 -0.05
C -1.631445 -3.213978 3.106980 -1.8895 0.1098 -1.1416 -0.19
C -2.870835 -3.235758 2.172150 -0.1621 -0.7559 -0.0121 -0.18
O -4.064955 -3.669768 2.895250 0.9718 -0.3524 -0.8753 -0.18
C -5.182585 -3.851818 2.031920 -0.3380 0.7574 0.2471 -0.11
H 1.364555 -4.411248 6.637540 0.4121 0.3579 -0.0587 0.08
H 1.489895 -5.553868 5.253790 -0.3671 -0.0045 0.1495 0.09
H -0.107525 -4.774958 5.765080 0.1010 -1.0293 0.2393 0.07
H 0.919395 -1.674798 4.205710 -0.5450 0.1068 -0.1677 0.10
H 1.023015 -2.075218 5.897230 -0.1610 0.3329 0.2947 0.11
H -1.151075 -1.378048 5.860640 -0.2705 0.1850 -0.0249 0.10
H -1.318265 -3.116338 5.845150 0.0483 -0.2546 0.2100 0.11
H -2.730535 -2.428478 4.509670 -1.0178 0.4535 -0.6823 0.10
H -1.613875 -4.229168 3.503440 0.4300 -0.0945 0.3773 0.12
H -0.725915 -3.022808 2.531160 -0.0043 -0.1093 0.0116 0.10
H -2.658755 -3.965198 1.390460 -0.0384 -0.2696 -0.1755 0.12
H -3.120365 -2.308948 1.655570 0.2973 0.4421 0.2958 0.10
H -5.024875 -3.988928 0.962140 0.9940 -0.2493 -0.0861 0.07
H -5.757515 -2.926278 2.062560 -0.4672 0.0455 0.2094 0.07
H -5.800085 -4.698888 2.330710 0.1465 0.0952 0.4202 0.09
C 0.335245 -4.709138 -2.274380 -0.4778 1.1941 1.5004 -0.06
O -0.586445 -3.969828 -1.418700 0.0915 -0.8579 -0.7231 -0.22
C -0.464635 -2.557958 -1.625800 -0.6974 -1.9579 0.5113 -0.19
C -1.155395 -1.879268 -0.455030 1.1157 1.0250 -0.8547 -0.18
N -0.705795 -0.485928 -0.462000 -1.9432 0.2129 0.3480 -0.02
C -0.913575 0.053132 0.894070 1.0142 1.1529 -0.5511 -0.16
C -0.493595 1.537812 1.030650 1.2538 -0.1384 -0.2366 -0.14
O 0.959315 1.613642 1.195380 -0.7344 -0.0846 -0.1149 -0.19
C 1.529425 2.909982 1.178550 -0.1162 -0.1596 0.5653 -0.09
H 0.140725 -4.567708 -3.337520 -0.1448 0.0400 -0.1231 0.08
H 0.295625 -5.762618 -1.997420 -0.0478 0.1539 -0.0758 0.07
H 1.281035 -4.243408 -1.997490 0.6414 -0.5624 -0.4843 0.09
H -0.951705 -2.384718 -2.585410 0.1008 0.7182 -0.1850 0.11
H 0.604085 -2.347928 -1.668630 0.0907 0.5618 -0.0637 0.11
H -0.871315 -2.321308 0.499950 0.1642 -0.5999 -0.0407 0.09
H -2.240995 -1.946318 -0.526350 -0.1444 0.0232 -0.1046 0.10
H 0.218335 -0.379178 -0.855310 0.2963 0.1532 0.5495 0.06
H -0.355175 -0.605068 1.559700 0.2280 0.3263 0.7083 0.10
H -1.949095 -0.014068 1.227660 -0.2583 -0.1172 -0.4746 0.10
H -0.987685 2.062352 1.848470 0.0163 -0.2702 0.4542 0.09
H -0.771635 2.134472 0.161870 -0.1310 -0.2580 -0.4659 0.11
H 2.533925 2.840482 1.595990 0.0349 -0.2416 -0.0851 0.08
H 0.975405 3.616252 1.796880 -0.2689 -0.0041 0.2003 0.06
H 1.606555 3.386882 0.201450 -0.1879 -0.2514 -0.4779 0.07
```
Positions in Å, forces in eV/Å.